This record from OMol25 describes a 2-piece molecular cluster, C8H17P overall. The level of theory is ωB97M-V/def2-TZVPD.

Calculated values
LUMO ... 0.99 eV
SMILES ... CC1=C(C)C1.CP(C)C
Frontier orbital gap ... 9.2200 eV

The geometry in ORCA input format:
```
! RIJCOSX wB97M-V def2-TZVPD def2/J DEFGRID3
* xyz 0 1
C -2.728 -0.477 1.194
C -2.769 -0.178 -0.282
C -2.148 0.717 0.503
C -2.871 -1.150 -1.421
C -1.429 2.018 0.390
C 2.099 -1.549 0.927
C 2.879 -0.249 -1.515
C 1.843 1.243 0.683
P 1.430 -0.296 -0.324
H -2.024 -1.274 1.724
H -3.684 -0.257 1.720
H -3.435 -0.712 -2.315
H -1.876 -1.410 -1.836
H -3.492 -2.034 -1.096
H -0.574 1.984 -0.257
H -2.025 2.898 0.111
H -1.085 2.242 1.355
H 1.657 -1.467 1.929
H 1.771 -2.516 0.616
H 3.224 -1.697 0.988
H 2.792 -0.953 -2.416
H 2.832 0.718 -2.103
H 3.810 -0.182 -1.060
H 1.204 1.225 1.589
H 2.964 1.232 0.790
H 1.634 2.124 0.107
*
```

Need the Mulliken charges? In units of e they are: -0.610 0.363 0.281 -0.964 -1.102 -1.165 -1.233 -1.237 0.450 0.170 0.209 0.297 0.189 0.300 0.148 0.379 0.345 0.358 0.383 0.325 0.322 0.316 0.420 0.283 0.379 0.392

---

This record from OMol25 describes an isolated ion of composition C4H11N2OSi and charge +1. The level of theory is ωB97M-V/def2-TZVPD.

Calculated values
LUMO (alpha / beta) ... -3.60 / -7.92 eV
⟨S²⟩ ... 2.04
Frontier orbital gap (alpha / beta) ... 5.9602 / 7.1836 eV

The geometry in ORCA input format:
```
! RIJCOSX wB97M-V def2-TZVPD def2/J DEFGRID3
* xyz 1 3
C -2.308 0.334 -0.205
C -2.899 -0.993 -0.796
C 2.363 -1.492 0.908
C 2.729 1.896 -0.114
N -2.995 1.412 -0.060
N -0.915 0.008 0.000
O 0.318 0.672 0.107
Si 1.913 0.292 0.309
H -2.198 -1.574 -1.280
H -3.750 -0.710 -1.447
H -3.467 -1.430 0.060
H 1.553 -2.179 1.077
H 3.105 -2.051 0.309
H 2.843 -1.244 1.887
H 1.935 2.306 -0.766
H 2.612 2.673 0.765
H 3.821 1.766 -0.308
H -4.018 1.288 -0.244
H -0.641 -0.976 -0.202
*
```

Need the Mulliken charges? In units of e they are: 0.681 -1.162 -0.978 -0.849 -0.507 0.132 -0.059 0.149 0.408 0.355 0.340 0.344 0.341 0.293 0.276 0.305 0.343 0.311 0.279

---

How do the records compare in energy relative to the best compared isomer or geometry (same formula, charge and spin)? In the order shown, they have 170.3 51.3 kJ/mol.